DFT (ωB97M-V/def2-TZVPD) results for a structure of composition C35H55FeN4OP2 in a non-equilibrium geometry.

XYZ file:
```
98
C35H55FeN4OP2 (ωB97M-V/def2-TZVPD)
C -2.34 1.22 -1.88
C -2.32 -1.11 -1.45
C -3.41 1.09 -2.76
C -3.49 -1.26 -2.24
C -4.03 -0.16 -2.89
H -3.75 1.97 -3.30
H -3.89 -2.27 -2.36
H -4.92 -0.27 -3.51
N -1.90 0.18 -1.15
P -0.74 2.58 -0.06
P -0.16 -2.34 0.06
C -1.59 2.53 -1.72
H -0.84 2.62 -2.52
H -2.29 3.37 -1.86
C -1.51 -2.20 -1.06
H -2.00 -3.17 -1.25
C 0.69 -3.70 -1.14
C -0.53 -3.34 1.71
C 0.94 3.45 -0.28
C -2.04 3.56 0.90
C 2.18 -3.39 -0.96
H 2.51 -3.54 0.08
H 2.78 -4.04 -1.61
H 2.38 -2.35 -1.23
C 0.39 -5.18 -0.85
H 0.68 -5.52 0.15
H -0.67 -5.41 -1.02
H 0.96 -5.78 -1.57
C 0.25 -3.52 -2.60
H 0.92 -4.09 -3.25
H -0.77 -3.89 -2.78
H 0.28 -2.47 -2.92
C 0.80 -3.91 2.23
H 1.52 -3.09 2.41
H 0.63 -4.40 3.20
H 1.28 -4.63 1.57
C -1.06 -2.41 2.80
H -0.32 -1.65 3.09
H -2.00 -1.92 2.52
H -1.27 -3.00 3.71
C -1.61 -4.40 1.48
H -1.31 -5.22 0.83
H -1.87 -4.85 2.46
H -2.52 -3.94 1.07
C -1.60 3.76 2.35
H -2.39 4.32 2.87
H -1.48 2.81 2.88
H -0.67 4.33 2.44
C -3.36 2.75 0.90
H -3.76 2.61 -0.11
H -3.23 1.77 1.38
H -4.10 3.31 1.48
C -2.32 4.93 0.26
H -3.20 5.36 0.76
H -1.49 5.63 0.42
H -2.54 4.89 -0.81
C 1.28 3.53 -1.77
H 0.59 4.19 -2.32
H 2.29 3.94 -1.89
H 1.27 2.53 -2.23
C 2.00 2.58 0.42
H 2.16 1.63 -0.11
H 2.95 3.12 0.45
H 1.71 2.33 1.45
C 0.97 4.86 0.31
H 0.31 5.55 -0.22
H 0.74 4.87 1.39
H 2.00 5.25 0.20
Fe -0.42 0.27 0.07
C -1.04 0.45 1.73
O -1.54 0.53 2.79
N 0.68 -0.15 -1.36
C 1.09 -0.66 -2.35
C 2.20 -0.51 -3.45
C 2.07 -1.60 -4.51
C 2.05 0.84 -4.13
C 3.57 -0.60 -2.78
H 2.25 -2.59 -4.10
H 1.08 -1.56 -4.98
H 2.82 -1.43 -5.30
H 2.40 1.65 -3.48
H 2.67 0.87 -5.04
H 1.01 1.02 -4.43
H 4.36 -0.38 -3.51
H 3.65 0.12 -1.96
H 3.76 -1.61 -2.38
N 0.79 -1.11 7.98
C 0.97 -0.61 6.94
C 1.17 0.01 5.65
C 1.65 -0.74 4.57
C 1.77 -0.12 3.32
N 1.43 1.16 3.15
C 1.05 1.91 4.18
C 0.87 1.36 5.46
H 1.94 -1.79 4.69
H 2.15 -0.67 2.45
H 0.88 2.97 4.01
H 0.50 1.98 6.26
```

Computed properties:
**Calculated total energy**: -3607.008693 Eh
**HOMO energy (spin up / spin down)**: -0.33771 / -0.37678 hartree
**Energy above the lowest of the compared OMol25 structures with the same formula, charge and spin**: 270.8 kJ/mol
**Frontier orbital gap (spin up / spin down)**: 6.825 / 5.853 eV
**Total charge**: +1
**Multiplicity**: 5